53
Properties=species:S:1:pos:R:3 method="wB97M-V/def2-TZVPD" smiles="COB(O)B1OB(ON=O)OB(B(N)O)O1.O.O.O.O.O.O.O.O.O.O" orbital_gap_ev=8.82 spin_multiplicity=1 energy_ev=-44701.949 charge=0
C 1.477 -3.738 0.672
O 2.356 -2.681 1.062
B 2.174 -1.417 0.621
O 3.257 -0.558 0.759
B 0.726 -0.771 -0.063
O 0.790 0.514 -0.607
B -0.367 1.248 -0.549
O -0.337 2.607 -0.331
N -1.649 3.125 0.079
O -1.863 2.868 1.185
O -1.603 0.625 -0.642
B -1.684 -0.636 -0.057
B -3.135 -1.127 0.727
N -3.281 -0.989 2.185
O -4.222 -1.566 0.024
O -0.512 -1.393 -0.024
H 1.339 -3.756 -0.407
H 0.513 -3.639 1.169
H 1.942 -4.671 0.983
H 2.972 0.276 1.165
H -2.809 -0.158 2.533
H -2.826 -1.765 2.660
H -4.028 -2.172 -0.706
O 5.448 0.329 -1.260
H 5.194 1.259 -1.320
H 4.921 -0.063 -0.553
O 5.927 -1.223 2.474
H 5.749 -0.554 3.141
H 5.206 -1.125 1.841
O -2.924 5.899 1.721
H -1.999 6.136 1.836
H -2.915 4.966 1.484
O -4.949 1.574 -0.904
H -4.047 1.482 -1.233
H -5.132 0.744 -0.450
O -4.900 -4.079 -0.927
H -5.164 -4.637 -1.663
H -5.523 -4.287 -0.217
O 3.762 2.198 1.219
H 3.828 3.139 1.405
H 3.720 2.137 0.258
O -3.836 4.161 -1.585
H -4.292 4.971 -1.826
H -4.430 3.697 -0.980
O 5.523 2.821 -2.664
H 6.117 3.520 -2.370
H 6.098 2.219 -3.160
O 7.632 0.411 -3.056
H 7.409 -0.261 -3.707
H 6.893 0.398 -2.431
O -7.081 -5.162 0.783
H -7.840 -5.701 0.539
H -7.394 -4.592 1.492